Entry 1:
17
Properties=species:S:1:pos:R:3:forces:R:3 method="wB97M-V/def2-TZVPD" e_above_lowest_kj_mol=253.9 total_energy_ha=-384.0529 charge=0
O -0.676265 -0.486875 1.122796 -0.6 -0.2 -0.5
O 2.265891 2.470124 0.170458 0.6 0.4 0.1
O 2.207378 -1.454660 0.866157 0.2 -0.4 0.3
C -2.822074 0.281826 0.512432 0.5 1.5 0.6
C -1.665258 -0.263152 0.145284 0.8 0.2 0.3
C -0.140427 -1.067561 -1.658866 -0.6 0.9 0.2
C -1.257669 -0.491640 -1.240723 -1.4 -0.1 0.3
H 1.571369 -1.968040 1.379396 -0.3 0.3 -0.1
H -0.365918 0.412888 1.280453 0.3 -0.2 0.3
H -3.360111 0.978338 -0.118745 -0.5 -0.9 -0.6
H 3.040175 -1.847600 1.152740 0.1 0.2 -0.2
H -0.026775 -1.042388 -2.732781 0.6 -0.6 0.0
H 2.572477 3.260432 0.634131 -0.4 0.0 0.1
H -2.080049 -0.189447 -1.895298 0.5 0.0 -0.3
H -2.924314 0.539908 1.561764 -0.1 -0.4 0.1
H 3.085204 2.224054 -0.277189 -0.3 -0.4 -0.2
H 0.576367 -1.356199 -0.902011 0.4 -0.2 -0.5

---

Entry 2:
17
Properties=species:S:1:pos:R:3:forces:R:3 method="wB97M-V/def2-TZVPD" e_above_lowest_kj_mol=234.3 total_energy_ha=-383.6977 charge=+1 spin_multiplicity=2
O 5.358325 3.642666 -1.605656 -1.6 1.3 0.1
O -4.365255 -1.202704 1.139318 0.0 -0.1 -0.1
O 0.709628 0.744747 0.215841 0.3 -0.9 0.3
C 0.123901 -0.359113 -0.494660 -0.6 2.7 0.3
C -0.778188 -1.172760 0.410758 1.9 -3.0 1.1
C -3.285060 -1.608142 0.833214 0.0 0.2 1.0
C -2.184636 -0.654005 0.448074 0.5 0.5 -1.3
H -2.239073 0.326165 0.909012 -0.4 0.0 0.7
H 6.011261 2.996565 -1.697728 1.6 -1.7 -0.4
H 5.694103 4.211200 -0.917576 0.0 0.4 0.3
H -0.491245 0.272494 -1.134626 -0.4 -0.6 -0.7
H -3.080377 -2.694484 0.926203 0.0 -0.1 -0.3
H -0.304409 -1.392804 1.385657 -0.3 1.9 0.5
H 1.111430 0.419992 1.032211 0.2 0.1 -0.1
H -2.504416 -0.389443 -0.578940 -0.1 -0.4 -0.1
H 0.802424 -0.879391 -1.169584 0.2 -0.5 0.5
H -0.578415 -2.260985 0.298490 -1.3 0.1 -1.7

---

Entry 3:
18
Properties=species:S:1:pos:R:3:forces:R:3 method="wB97M-V/def2-TZVPD" e_above_lowest_kj_mol=465.4 total_energy_ha=-556.2961 charge=-1
Tl 1.203409 -0.457600 -1.179394 1.8 -2.1 -0.8
O 2.193478 1.576831 -1.322252 -0.6 0.7 1.1
O -1.807033 -1.410757 -0.305709 -0.1 0.0 -0.2
O 0.438186 0.497822 0.663275 0.1 -1.4 -0.8
C -0.734700 0.108215 1.315057 0.0 0.7 0.3
C -0.941409 -1.333330 -1.485419 -1.5 0.5 -0.2
C 1.035537 2.198902 0.619373 0.6 3.4 0.5
C -1.162332 -1.303012 0.926326 0.2 -0.2 0.1
H 2.057651 2.104361 1.026822 -1.3 -1.6 1.6
H -0.565011 0.130077 2.412405 -0.1 0.0 -0.2
H -0.268731 -1.960656 0.956419 -0.2 0.2 0.1
H 1.871100 2.314025 -1.842568 -0.2 0.4 -0.5
H -1.572342 0.806477 1.105169 0.2 -0.2 0.0
H -1.274650 -2.165550 -2.140381 0.5 0.2 0.2
H -1.872869 -1.654288 1.695177 0.1 0.0 -0.2
H -1.265932 -0.414065 -2.031903 -0.2 -0.3 0.1
H 1.289860 3.266495 0.522770 1.2 1.3 -3.4
H 0.010871 2.620592 0.681541 -0.5 -1.7 2.1

---

Entry 4:
18
Properties=species:S:1:pos:R:3:forces:R:3 method="wB97M-V/def2-TZVPD" e_above_lowest_kj_mol=142.9 total_energy_ha=-459.3344 charge=0
O -1.004659 -1.745833 -1.297184 -0.1 0.2 -0.1
O -0.970634 1.964852 2.312832 -0.3 0.4 0.0
O 1.781201 0.260574 -1.992957 -0.4 0.0 -0.2
O -1.937946 0.916851 -0.689258 -0.5 -0.3 0.0
C 1.125904 0.807996 -1.139197 1.1 -0.2 0.2
C 0.810426 -1.310969 0.235463 0.1 -0.5 0.2
C 0.151456 -1.897102 -0.996182 0.0 -0.3 0.2
C 0.987304 0.215327 0.246673 -0.1 -0.5 -0.7
H -2.721626 0.930124 -0.121994 0.1 0.1 -0.2
H 1.736786 -1.863981 0.371965 0.4 0.3 -0.2
H 1.912947 0.409245 0.793071 -0.2 0.5 0.1
H -2.076086 0.123139 -1.240205 0.3 0.2 0.4
H -1.420952 1.264798 1.825382 0.3 0.0 0.2
H -0.237481 1.590639 2.806109 -0.1 -0.3 -0.1
H 0.693653 1.804703 -1.304963 -0.2 0.0 0.0
H 0.788513 -2.565812 -1.600705 0.0 0.1 -0.1
H 0.249411 -1.608748 1.123121 -0.4 0.1 -0.1
H 0.131783 0.704199 0.668030 -0.1 0.2 0.5

---

Entry 5:
18
Properties=species:S:1:pos:R:3:forces:R:3 method="wB97M-V/def2-TZVPD" e_above_lowest_kj_mol=108.2 total_energy_ha=-459.3476 charge=0
O 3.736001 1.959394 -1.254102 0.0 -0.2 0.0
O -1.210351 -2.741040 -0.350722 0.4 0.4 1.1
O -1.378718 2.346495 -0.810483 -1.8 1.4 -0.5
O 0.143773 -3.030288 1.495689 -1.2 -0.3 0.1
C -1.356341 0.181978 0.374333 1.9 0.6 0.2
C -0.283580 -0.862911 0.798021 0.0 2.1 0.5
C -0.578313 1.335222 -0.331433 0.6 0.5 2.3
C -0.568948 -2.260923 0.554400 -0.4 -2.8 -0.1
H -0.103730 -0.721478 1.870375 0.5 -0.1 -0.4
H -0.332397 -3.847885 1.802289 0.5 1.0 -1.1
H 0.134043 1.801128 0.433702 -1.1 -0.4 -0.6
H -2.008987 -0.279206 -0.309195 -1.1 -0.5 -0.9
H 0.639878 -0.707456 0.203089 -0.2 0.2 0.6
H 0.114805 1.158607 -1.123139 0.5 -1.7 -0.7
H -1.939356 0.573808 1.256234 0.7 -0.3 -1.0
H -2.076384 2.025807 -1.415515 0.7 0.0 0.5
H 3.155157 2.056852 -2.016354 0.1 -0.1 0.1
H 3.913455 1.011898 -1.177183 -0.1 0.3 -0.1

---

Entry 6:
18
Properties=species:S:1:pos:R:3:forces:R:3 method="wB97M-V/def2-TZVPD" e_above_lowest_kj_mol=369.7 total_energy_ha=-459.2480 charge=0
O -0.185919 0.814221 2.711469 -0.4 0.6 -1.0
O -1.173188 0.805294 1.637971 0.8 -1.3 -0.1
O 0.597246 0.078293 -1.521475 -0.4 1.3 0.7
O 1.246259 1.440790 0.301512 -0.3 0.0 -0.3
C 0.142170 0.842797 -0.353190 0.8 -1.4 -1.1
C 1.511079 -0.973712 -1.256875 0.0 -0.1 0.1
C -0.635110 -0.086811 0.575615 -0.5 1.2 1.1
C -1.829637 -0.758567 -0.079329 -0.2 0.2 -0.1
H 1.590789 2.089311 -0.336693 0.0 -0.2 0.4
H -0.507266 1.641782 -0.724101 -0.1 -0.4 -0.3
H -2.472853 -1.209807 0.683147 0.3 0.1 0.0
H 0.008641 -0.832723 1.053183 0.0 0.3 0.0
H 0.973070 -1.875234 -0.949879 0.1 -0.1 0.1
H 0.401390 1.499680 2.336161 0.1 -0.3 0.4
H -2.444349 -0.032551 -0.620903 0.1 -0.1 0.0
H -1.515219 -1.538273 -0.777708 0.0 0.2 0.1
H 2.247984 -0.703540 -0.494407 -0.1 0.0 0.0
H 2.044912 -1.200950 -2.184497 -0.2 0.2 0.1

---

Entry 7:
18
Properties=species:S:1:pos:R:3:forces:R:3 method="wB97M-V/def2-TZVPD" e_above_lowest_kj_mol=148.5 total_energy_ha=-459.3323 charge=0
O 2.564085 -1.166476 0.468278 -0.2 0.2 -0.1
O 3.108029 2.178701 -0.110193 -0.2 0.2 0.0
O -2.581942 -1.259936 -2.748950 -0.2 -0.3 -0.1
O -2.779169 1.154185 0.277046 0.1 -0.2 0.2
C -1.909944 0.599681 0.891254 0.5 -0.3 0.0
C 1.384084 -1.211043 0.244132 -0.2 -0.5 -0.1
C 0.306300 -0.653082 1.140213 0.5 0.3 0.0
C -0.488889 0.407551 0.389579 -0.5 0.8 -0.1
H 3.776194 1.545510 0.163062 0.0 -0.2 0.0
H 0.815221 -0.173687 1.967633 0.0 -0.1 0.3
H -2.043507 0.173796 1.913864 -0.4 0.2 -0.1
H -3.089019 -0.814917 -2.064109 0.1 0.2 0.1
H -0.510739 0.330191 -0.695502 -0.1 -0.5 -0.2
H -0.018124 1.389431 0.522275 0.1 0.0 0.2
H -0.307729 -1.467189 1.543491 0.0 0.0 -0.3
H 2.443073 1.669676 -0.582796 0.2 -0.1 0.0
H -1.667155 -0.997163 -2.640378 0.0 0.2 0.1
H 0.999229 -1.705229 -0.678901 0.1 0.1 0.1

---

Entry 8:
19
Properties=species:S:1:pos:R:3:forces:R:3 method="wB97M-V/def2-TZVPD" e_above_lowest_kj_mol=161.9 total_energy_ha=-534.5831 charge=0
O 0.180010 1.542160 -1.100991 0.3 -0.3 -0.2
O 1.475361 0.853130 1.337393 0.7 0.0 0.1
O -0.212201 -0.204436 2.441184 0.3 -1.0 -0.6
O 0.440830 -2.468847 0.730779 1.4 2.0 0.2
O -1.668358 0.653781 -0.104766 -0.6 -0.1 -0.2
C -1.155308 0.008348 -2.386357 0.1 -0.1 -0.2
C 1.240423 -1.549690 0.859809 -1.1 -1.1 1.2
C -0.628947 0.396669 -1.025404 0.8 -0.1 0.7
C 1.068328 -0.375547 1.907626 -0.9 0.0 -0.2
H 0.702502 1.534792 -0.274009 -0.2 0.2 -0.4
H -1.725437 0.830651 -2.831179 0.1 0.0 0.1
H 2.245319 -1.580777 0.407276 -0.1 0.1 -0.3
H 1.751627 -0.610244 2.730051 -0.1 -0.2 0.1
H -2.267474 1.275009 -0.554206 0.2 -0.2 0.4
H -0.025949 -0.422857 -0.542343 -0.8 0.6 -0.8
H 1.564243 1.459984 2.094545 -0.1 -0.1 -0.6
H -0.329897 -0.218501 -3.068008 -0.1 0.0 0.1
H -0.837580 -0.264292 1.691043 0.0 0.2 0.4
H -1.817490 -0.859333 -2.312441 0.2 0.1 0.1

---

Entry 9:
16
Properties=species:S:1:pos:R:3:forces:R:3 method="wB97M-V/def2-TZVPD" e_above_lowest_kj_mol=192.0 total_energy_ha=-631.7516 charge=0
S 1.720933 1.566915 1.636583 0.4 -0.8 0.2
O -1.614030 -0.926444 -1.735161 1.4 -0.3 0.0
C -0.374800 -0.698775 -2.375507 -1.5 1.2 0.0
C 0.871214 -0.094526 1.638065 0.8 1.8 0.0
C -0.169269 -0.151716 2.753677 -0.3 -1.3 -1.2
C -0.171011 0.455220 -3.018230 1.7 -1.3 0.5
H 0.399280 -1.452735 -2.326906 -0.5 -0.6 -0.2
H 1.673109 -0.829024 1.634268 -0.2 -0.2 0.5
H 0.159864 0.002964 3.779405 0.3 0.1 -0.3
H -1.035195 0.467513 2.511359 0.3 0.3 0.2
H -2.194247 -0.913740 -2.498310 -0.5 0.1 0.2
H -0.513347 1.420628 -2.685338 -0.9 0.0 -0.7
H 0.685996 0.331886 -3.676897 0.2 0.9 0.2
H -0.542967 -1.169900 2.634898 -0.3 -0.2 0.6
H 0.643176 2.078077 1.100108 -0.5 0.8 -0.3
H 0.461296 -0.086344 0.627985 -0.4 -0.5 0.3

---

Entry 10:
16
Properties=species:S:1:pos:R:3:forces:R:3 method="wB97M-V/def2-TZVPD" e_above_lowest_kj_mol=123.5 total_energy_ha=-631.7777 charge=0
S -2.609233 -0.019200 -0.340391 -1.2 -0.6 0.4
O 2.528077 -0.946850 -0.164975 0.9 0.0 0.2
C 1.117591 0.981533 0.350244 -1.5 -0.8 -2.0
C 2.338835 0.476212 -0.361071 2.2 -0.3 0.5
C 0.128399 -0.240451 0.153881 0.0 1.4 0.3
C -1.239063 -0.271479 0.791786 0.1 3.4 1.9
H 3.474203 -1.168402 -0.070031 -0.7 0.5 -0.2
H 0.666700 -1.074205 0.553020 0.2 -0.4 -0.1
H -1.389726 -1.134221 1.417241 -0.3 -0.6 -0.2
H -1.284025 0.625186 1.555711 0.0 -1.6 -1.3
H 3.118596 1.011642 0.168252 0.8 0.0 -0.3
H 1.417586 1.172688 1.349343 -0.2 -0.1 1.2
H 0.041568 -0.347411 -0.922422 0.0 -0.4 -0.2
H 0.875249 1.985539 -0.106057 -0.3 -1.1 0.4
H 2.492141 0.660550 -1.420007 -0.7 0.3 -0.2
H -1.963753 0.475753 -1.368030 0.6 0.3 -0.5

---

Entry 11:
16
Properties=species:S:1:pos:R:3:forces:R:3 method="wB97M-V/def2-TZVPD" e_above_lowest_kj_mol=52.7 total_energy_ha=-631.8046 charge=0
S 2.432789 0.043245 -0.116840 -0.3 -1.3 -2.1
O -0.500729 1.242174 0.192297 1.3 1.0 0.6
C 0.824189 -0.835761 0.140959 -0.6 0.6 0.2
C -0.407789 -0.052583 -0.356606 -1.2 -0.4 2.6
C -1.740722 -0.733349 0.172826 0.8 0.1 0.5
C -2.977067 0.126073 -0.114761 1.3 1.1 0.2
H -2.632695 1.039199 0.437011 -1.2 -0.2 -0.9
H 0.755245 -0.859792 1.223654 -0.2 -0.4 0.1
H -0.429125 0.091313 -1.388456 0.1 -0.4 -2.1
H -3.908230 -0.238767 0.332584 0.3 -0.1 -0.3
H 0.755295 -1.865625 -0.269446 0.7 0.7 0.2
H 2.514836 0.685738 0.993531 -0.2 0.6 1.5
H -1.817102 -1.702771 -0.283358 0.0 -0.7 0.0
H -1.643814 -0.825783 1.308369 0.0 -0.1 -1.5
H 0.368748 1.692248 0.134693 -0.6 -0.4 -0.1
H -3.073602 0.328644 -1.212025 -0.1 -0.1 1.0

---

Entry 12:
16
Properties=species:S:1:pos:R:3:forces:R:3 method="wB97M-V/def2-TZVPD" e_above_lowest_kj_mol=124.2 total_energy_ha=-631.7774 charge=0
S 1.362749 -0.607536 -0.480410 -0.2 -1.0 -1.1
O -3.126504 -0.463381 0.296021 1.7 0.6 0.4
C -1.192878 0.658036 -0.432235 1.8 1.5 -0.8
C -1.726707 -0.677824 -0.126456 -2.8 0.8 0.8
C 0.283233 0.696998 0.035364 0.3 3.0 -3.0
C 2.883983 -0.259496 0.354969 2.5 0.1 -1.5
H 3.655392 -1.027135 0.012290 -1.1 0.9 -0.1
H 3.378451 0.744899 0.120665 -1.0 -1.2 0.6
H -1.198489 0.825150 -1.541887 -0.2 0.3 1.0
H 0.599081 1.693207 -0.452260 0.2 -1.3 0.9
H -1.615852 1.547823 0.136734 -0.2 -1.4 -0.9
H -1.765846 -1.296190 -1.018005 0.6 -0.5 0.3
H -1.086761 -0.973748 0.694736 -0.5 -1.4 0.3
H 0.378066 0.810731 1.061722 -0.2 0.2 2.1
H 2.836603 -0.519782 1.376260 -0.3 0.5 1.4
H -3.664521 -1.151758 -0.037509 -0.7 -1.2 -0.4

---

Entry 13:
16
Properties=species:S:1:pos:R:3:forces:R:3 method="wB97M-V/def2-TZVPD" e_above_lowest_kj_mol=112.6 total_energy_ha=-631.7818 charge=0
S -0.802798 -0.535562 -1.472976 -0.4 -0.2 0.2
O 1.364551 1.824395 -0.314081 -0.4 0.7 -0.4
C 1.981947 0.929962 0.202045 -0.4 0.0 -3.4
C -1.807815 -0.150824 1.161452 -0.9 0.5 0.7
C -2.146477 -0.479853 -0.291828 -3.0 0.5 0.3
C 2.508018 -0.209124 -0.586996 0.9 -0.1 -1.2
H -0.354625 0.633293 -1.050888 0.4 0.5 -0.2
H -3.003538 0.165677 -0.622076 1.1 0.1 -0.1
H -2.694716 -1.418541 -0.317731 0.5 -0.6 0.0
H 3.134783 0.126228 -1.446542 -0.6 0.2 0.5
H 3.146734 -0.873514 -0.044563 0.2 -0.5 0.7
H 1.670584 -0.764475 -1.016022 0.1 0.0 0.2
H -2.697485 0.206947 1.873283 1.8 -1.0 -1.8
H 2.078538 0.964964 1.206413 0.7 -0.2 3.8
H -1.049108 0.618025 1.184658 0.1 0.5 0.1
H -1.328593 -1.037598 1.535852 0.1 -0.3 0.8